1.
DFT (ωB97M-V/def2-TZVPD) results for 2 unconnected molecules or ions with the total composition C3H10N2.

Each line ends with the Löwdin charge.
Atoms and positions in Å:
H1 1.56496 1.84723 -1.40693  0.07
H2 2.34091 1.60877 1.26035  0.06
N1 1.11997 0.62843 0.07476  -0.11
H3 -0.24198 1.93809 -0.95851  0.08
H4 1.08783 2.72242 -0.08067  0.06
H5 -1.29414 -3.14595 -0.28203  0.06
N2 -1.95153 -1.09536 -0.88306  -0.09
H6 -0.00679 -1.83466 -0.09557  0.08
H7 -1.39261 -0.19500 -0.79509  0.04
C1 -1.18204 -2.06668 -0.00681  -0.21
C2 1.73183 0.71560 1.23645  -0.02
H8 -1.41977 -1.89316 1.04635  0.04
H9 -2.81462 -0.92509 -0.37799  0.03
H10 1.64622 -0.14025 1.90747  0.07
C3 0.81176 1.83560 -0.63872  -0.17

Cartesian forces, eV/Å:
-0.401 0.154 -1.404
0.102 0.397 1.617
-1.082 -0.938 3.751
0.737 -0.475 -0.072
-0.236 0.454 0.565
-0.301 1.033 0.125
1.782 0.386 1.047
-2.692 -0.456 0.038
-1.067 -1.427 -0.247
2.429 0.607 -0.690
-1.500 -0.202 -4.400
-0.002 -0.363 0.003
-0.114 0.163 -0.245
0.814 0.264 -0.097
1.529 0.402 0.008

## Properties
* HOMO: -0.341 hartree
* largest force on an atom: 4.65 eV/Å
* E_LUMO: 0.88 eV
* relative energy (zero: lowest compared OMol25 entry of this formula, charge and spin): 55.1 kcal/mol
* Kohn-Sham gap: 10.2 eV
* 2S+1: 1


2.
DFT (ωB97M-V/def2-TZVPD) results for 14 unconnected molecules or ions with the total composition C4H34NO16.

Each line ends with the Löwdin charge.
Atoms and positions in Å:
H1 0.30373 0.54426 -3.27706  -0.01
C1 0.22796 -1.43940 0.38650  -0.18
H2 2.85918 -1.12586 -2.39210  0.06
H3 2.21262 1.23983 3.52207  0.03
N1 0.86982 0.84652 -0.04388  0.01
H4 2.50025 -2.47057 2.07697  0.00
O1 -1.79983 0.12557 1.53136  -0.20
O2 2.95914 -2.39636 2.93154  -0.07
O3 3.95034 -0.31250 0.66928  -0.07
H5 4.37322 -0.95296 1.24917  0.03
H6 1.11647 0.73092 -2.03569  -0.02
H7 1.87279 1.00166 -0.04635  0.08
H8 -0.82862 -1.65478 0.57654  0.12
O4 2.66943 1.93590 3.05531  -0.04
C2 -0.62162 0.61790 1.85818  -0.44
O5 1.23501 0.70153 -2.99975  -0.10
H9 -4.02520 -0.34520 1.41173  0.04
H10 -2.86287 2.32873 -1.19933  0.02
H11 2.31486 -2.01912 3.53471  0.03
H12 -1.65578 0.19161 -2.52367  0.01
O6 -1.34343 -0.06886 -3.41262  -0.06
O7 -2.55437 0.05892 -1.02103  -0.13
H13 -1.87404 -0.02210 -0.30795  0.03
O8 -4.69689 0.21106 0.97343  -0.07
H14 -2.10220 -2.08749 -3.07242  0.03
H15 0.31165 -3.56658 -1.50555  -0.01
H16 -0.81688 1.99748 -0.55132  0.10
H17 -2.54267 1.46739 2.37506  -0.01
H18 -3.83583 1.49628 -2.00716  0.03
H19 -1.15844 -3.70081 -2.15344  -0.02
C3 0.55560 -0.10861 1.03464  -0.21
H20 0.47701 3.06369 -0.02571  0.14
H21 -1.77616 0.55402 -4.00674  0.07
H22 -0.30112 0.69443 2.91047  0.14
H23 3.93176 -0.72113 -0.22099  0.00
O9 1.03257 -2.53832 0.84759  -0.08
H24 0.47478 -1.39468 -0.69112  0.10
H25 1.42337 -0.30539 1.69531  0.12
O10 -0.35637 2.02207 1.42594  -0.13
H26 -2.02456 2.79112 2.52690  0.02
H27 2.14972 2.62176 2.63397  0.04
O11 3.50104 2.77683 0.05223  -0.06
O12 -3.16538 2.17387 -2.09662  -0.06
H28 4.00713 2.17725 -0.50286  0.03
O13 -2.50958 -2.73855 -2.47860  -0.06
H29 0.48117 -3.22370 1.23191  0.10
H30 -2.97308 -2.06231 -1.95076  0.05
O14 -0.28950 -4.12607 -1.99641  -0.08
O15 3.05325 -1.50520 -1.52062  -0.05
H31 -3.23208 0.17203 -0.31722  0.03
H32 3.40908 2.33152 0.90614  0.00
H33 -4.29162 1.04232 1.28684  0.03
C4 0.06954 2.04352 0.08882  -0.21
H34 2.17012 -1.42553 -1.12588  0.01
O16 -2.87448 2.35212 2.69022  -0.11

Cartesian forces, eV/Å:
0.636 -0.148 -0.122
-0.288 -0.626 -0.197
0.268 0.076 -0.072
-0.839 0.321 -0.306
1.207 0.061 -0.640
-0.167 0.168 0.153
-0.272 0.425 0.551
0.316 -0.152 -0.018
0.217 0.193 -0.242
-0.121 0.014 0.115
0.170 0.058 0.162
-0.132 0.471 0.093
0.050 -0.082 -0.408
1.721 0.299 -0.186
1.905 -0.577 -1.668
-0.336 -0.101 0.021
-0.351 -0.446 -0.151
0.064 -0.116 0.048
-0.079 0.016 -0.079
-0.322 0.012 -0.095
-0.120 -0.061 -0.235
0.251 -1.093 1.770
0.284 -0.125 -0.242
1.202 0.270 0.525
0.434 -0.300 -0.457
-0.268 0.354 0.063
0.064 -0.201 -0.302
-0.751 -0.003 0.122
0.016 -0.110 0.078
0.626 0.279 0.516
0.209 0.418 0.280
0.758 -0.863 -0.457
-0.065 0.023 0.094
-0.636 -0.244 0.220
-0.116 0.024 0.367
0.230 -0.090 0.476
-0.815 0.301 0.353
-0.165 0.462 -0.389
-0.603 0.038 1.201
-0.339 0.502 0.012
-1.003 -0.490 0.405
-0.233 0.256 0.071
-0.381 1.278 -0.820
0.037 -0.161 0.186
-0.644 1.302 -0.205
-0.138 0.035 -0.065
-0.007 -0.580 0.513
0.031 -0.884 -0.323
-0.664 0.093 -0.609
-0.659 -0.009 -0.858
0.305 -0.266 -0.112
-0.642 0.354 -0.172
-0.882 0.304 0.997
0.383 -0.198 0.251
0.650 -0.481 -0.216

## Properties
* total charge: -1
* HOMO: -0.234 hartree
* largest force on an atom: 2.60 eV/Å
* E_LUMO: 2.52 eV
* relative energy (zero: lowest compared OMol25 entry of this formula, charge and spin): 122.8 kcal/mol
* Kohn-Sham gap: 8.9 eV
* 2S+1: 1


3.
DFT (ωB97M-V/def2-TZVPD) results for a single C8H11NO2 molecule.

Each line ends with the Löwdin charge.
Atoms and positions in Å:
H1 -1.21817 -2.08981 1.55443  0.14
H2 1.64106 2.28765 -2.45755  0.11
H3 -0.84993 0.33444 2.65762  0.09
C1 -0.79490 -1.05294 -1.42317  0.00
C2 -1.49968 -1.13807 1.10819  -0.24
O1 1.89956 2.55883 -0.33319  0.07
H4 -3.36644 -0.11293 0.29062  0.15
H5 -1.16542 0.78554 0.91888  0.10
C3 1.02540 0.21259 -0.21519  -0.26
C4 0.85253 0.04499 1.23999  -0.12
C5 -0.68974 0.11986 1.62342  -0.09
H6 1.23510 -1.07162 -2.04711  0.14
H7 1.32632 0.80283 1.86333  0.11
C6 1.39567 1.32888 -0.84693  -0.31
O2 1.25078 1.44493 -2.21168  0.07
H8 1.62154 2.55939 0.55675  0.06
H9 0.98504 -1.92596 -0.36533  0.14
H10 -1.12181 -1.07126 -2.46083  0.10
N1 -2.77574 -1.01511 0.38674  0.09
C7 0.73582 -0.98339 -0.98846  -0.14
H11 1.07347 -0.93519 1.48805  0.08
C8 -1.56044 -1.08366 -0.33859  -0.30

Cartesian forces, eV/Å:
-0.752 -0.088 0.221
0.108 0.148 -0.118
-0.154 0.288 0.637
0.593 -0.237 1.784
2.419 1.537 0.279
-0.680 -1.982 -1.845
1.731 -1.762 0.651
0.063 1.441 0.544
1.332 1.280 -0.098
-2.485 1.914 0.502
-0.676 -1.389 -1.891
-0.140 0.347 2.316
0.458 -0.261 0.012
0.107 1.311 -0.701
0.439 -0.293 0.929
-0.266 0.349 1.866
-0.287 1.408 -1.128
0.087 0.347 0.323
-1.055 0.870 -1.226
-1.122 -2.959 -3.617
1.395 -1.783 0.892
-1.115 -0.487 -0.332

## Properties
* HOMO: -0.297 hartree
* largest force on an atom: 4.81 eV/Å
* E_LUMO: 0.64 eV
* relative energy (zero: lowest compared OMol25 entry of this formula, charge and spin): 106.2 kcal/mol
* Kohn-Sham gap: 8.7 eV
* 2S+1: 1